This record from the OMol25 dataset describes an isolated ion of composition C5H6N and charge +1 at a distorted geometry. The level of theory is wB97M-V/def2-TZVPD.

Last column: natural (NBO) charge in e.
CARTESIAN COORDINATES (ANGSTROEM)
C: 0.558 0.825 -0.030  0.14
C: 2.111 -0.809 0.041  0.45
C: -0.184 -0.521 0.032  0.32
C: 1.907 0.562 -0.016  -0.40
C: -1.691 -0.430 0.041  -0.67
N: 0.696 -1.481 0.021  -0.41
H: 0.262 1.879 0.089  0.26
H: 2.866 -1.407 0.276  0.22
H: 2.667 1.314 0.074  0.28
H: -2.053 -0.060 1.089  0.28
H: -2.227 -1.268 -0.161  0.27
H: -2.004 0.269 -0.700  0.26

Calculated values
Max |F| in eV Å⁻¹: 8.148
ΔE to the lowest compared entry with this formula, charge and spin in kcal/mol: 99.2
LUMO (alpha / beta) in eV: -8.545 / -8.548
Highest occupied orbital energy (alpha / beta) in eV: -15.7988 / -15.8199
Gap between HOMO and LUMO (alpha / beta) in Eh: 0.267 / 0.267
Charge: +1
E in eV: -6760.87379

This record from the OMol25 dataset describes C5H7NO2 in the gas phase at a distorted geometry. The level of theory is wB97M-V/def2-TZVPD.

Last column: natural (NBO) charge in e.
CARTESIAN COORDINATES (ANGSTROEM)
C: 1.372 -1.833 0.353  -0.72
C: 1.088 -0.687 -0.578  0.80
O: 1.853 -0.209 -1.373  -0.50
O: -0.439 -0.638 -0.724  -0.53
C: -0.841 0.570 -0.273  0.20
C: -2.255 0.721 0.165  -0.66
C: 0.191 1.389 0.046  0.24
N: 0.755 2.453 -0.121  -0.64
H: 0.726 -1.792 1.229  0.24
H: 1.212 -2.770 -0.186  0.26
H: 2.418 -1.785 0.658  0.24
H: -2.532 1.775 0.233  0.23
H: -2.407 0.247 1.140  0.23
H: -2.912 0.218 -0.549  0.24
H: 1.771 2.343 -0.020  0.38

Calculated values
Max |F| in eV Å⁻¹: 2.782
ΔE to the lowest compared entry with this formula, charge and spin in kcal/mol: 81.7
LUMO (alpha / beta) in eV: -0.082 / -0.083
Highest occupied orbital energy (alpha / beta) in eV: -7.4189 / -7.4201
Gap between HOMO and LUMO (alpha / beta) in Eh: 0.270 / 0.270
E in eV: -10880.07552

This record from the OMol25 dataset describes C26H28AsNO2PSV as an isolated structure. The level of theory is wB97M-V/def2-TZVPD.

Last column: natural (NBO) charge in e.
CARTESIAN COORDINATES (ANGSTROEM)
V: 1.147 -0.834 0.587  0.99
O: 0.793 -0.361 2.427  -0.61
N: 1.123 0.844 2.909  0.00
C: 0.696 1.115 4.169  0.05
C: 0.982 2.313 4.750  -0.26
C: 1.730 3.247 4.013  -0.15
C: 2.145 2.948 2.745  -0.23
C: 1.830 1.710 2.145  0.04
S: 2.234 1.288 0.543  -0.23
H: 0.137 0.310 4.618  0.24
H: 0.636 2.518 5.751  0.24
H: 1.976 4.207 4.445  0.23
H: 2.714 3.652 2.156  0.24
C: 4.489 -3.623 -1.446  -0.99
As: 3.767 -1.860 -1.320  1.98
C: 3.373 -1.197 -3.067  -0.99
C: 5.040 -0.717 -0.464  -0.99
O: 2.321 -2.008 -0.459  -1.17
H: 5.418 -3.599 -2.014  0.25
H: 3.765 -4.267 -1.940  0.26
H: 4.681 -3.994 -0.441  0.27
H: 4.294 -1.067 -3.634  0.26
H: 2.860 -0.240 -2.970  0.27
H: 2.723 -1.907 -3.576  0.26
H: 6.038 -1.086 -0.700  0.26
H: 4.870 -0.747 0.610  0.27
H: 4.923 0.308 -0.806  0.27
C: -4.677 -3.163 0.566  -0.19
C: -4.889 -1.951 -0.084  -0.19
C: -3.829 -1.094 -0.314  -0.21
C: -2.541 -1.439 0.102  -0.28
C: -2.340 -2.649 0.752  -0.22
C: -3.405 -3.512 0.985  -0.21
P: -1.110 -0.349 -0.178  0.85
C: -1.569 1.202 0.657  -0.37
C: -2.379 1.166 1.789  -0.14
C: -2.640 2.330 2.499  -0.23
C: -2.094 3.536 2.084  -0.20
C: -1.281 3.577 0.959  -0.20
C: -1.015 2.415 0.252  -0.20
C: -1.168 -0.011 -1.966  -0.26
C: -1.986 0.964 -2.533  -0.22
C: -2.023 1.136 -3.909  -0.19
C: -1.245 0.333 -4.732  -0.19
C: -0.429 -0.640 -4.175  -0.21
C: -0.388 -0.807 -2.799  -0.22
H: -5.509 -3.832 0.744  0.22
H: -5.882 -1.677 -0.414  0.22
H: -4.007 -0.151 -0.815  0.22
H: -1.347 -2.929 1.087  0.21
H: -3.234 -4.452 1.493  0.22
H: -2.815 0.232 2.122  0.22
H: -3.278 2.290 3.371  0.22
H: -2.302 4.444 2.635  0.22
H: -0.853 4.514 0.629  0.22
H: -0.362 2.452 -0.610  0.23
H: -2.588 1.606 -1.903  0.23
H: -2.663 1.895 -4.337  0.22
H: -1.278 0.465 -5.805  0.22
H: 0.172 -1.273 -4.816  0.22
H: 0.245 -1.580 -2.373  0.21

Calculated values
Max |F| in eV Å⁻¹: 0.456
2S+1: 2
ΔE to the lowest compared entry with this formula, charge and spin in kcal/mol: 0.0
LUMO (alpha / beta) in eV: -2.061 / -2.045
Highest occupied orbital energy (alpha / beta) in eV: -9.5878 / -8.9848
Gap between HOMO and LUMO (alpha / beta) in Eh: 0.277 / 0.255
Charge: +1
E in eV: -139646.25775

This record from the OMol25 dataset describes C18H18N2O7 in the gas phase at a distorted geometry. The level of theory is wB97M-V/def2-TZVPD.

Last column: natural (NBO) charge in e.
CARTESIAN COORDINATES (ANGSTROEM)
C: -2.636 2.932 -4.890  -0.25
O: -1.761 3.165 -3.817  -0.48
C: -1.095 2.100 -3.284  0.23
C: -1.218 0.788 -3.707  -0.28
C: -0.499 -0.227 -3.093  -0.24
C: 0.372 0.069 -2.059  0.14
N: 1.061 -0.993 -1.448  -0.60
C: 2.077 -0.920 -0.567  0.65
O: 2.693 0.076 -0.250  -0.61
C: 2.388 -2.282 0.089  -0.16
O: 1.430 -2.507 1.124  -0.51
C: 0.257 -3.040 0.781  0.85
O: 0.002 -3.481 -0.307  -0.62
C: -0.686 -3.084 1.976  -0.53
C: -0.286 -2.119 3.049  0.02
C: 0.042 -2.609 4.309  -0.21
C: 0.443 -1.774 5.337  -0.16
C: 0.532 -0.406 5.129  -0.22
C: 0.211 0.109 3.892  -0.18
C: -0.197 -0.732 2.859  0.08
N: -0.516 -0.101 1.605  0.52
O: -0.828 -0.804 0.663  -0.39
O: -0.466 1.109 1.552  -0.37
C: 0.509 1.384 -1.622  -0.33
C: -0.226 2.397 -2.209  0.35
O: -0.184 3.697 -1.820  -0.49
C: 0.548 4.010 -0.658  -0.26
H: -2.112 2.512 -5.756  0.17
H: -3.457 2.265 -4.605  0.17
H: -3.042 3.907 -5.155  0.20
H: -1.886 0.534 -4.514  0.22
H: -0.628 -1.248 -3.420  0.21
H: 0.640 -1.901 -1.605  0.43
H: 2.356 -3.099 -0.637  0.21
H: 3.357 -2.233 0.586  0.22
H: -0.680 -4.104 2.369  0.24
H: -1.687 -2.874 1.592  0.27
H: -0.016 -3.673 4.485  0.22
H: 0.691 -2.193 6.300  0.22
H: 0.850 0.250 5.923  0.22
H: 0.273 1.169 3.695  0.25
H: 1.185 1.593 -0.813  0.26
H: 0.366 5.068 -0.474  0.20
H: 0.204 3.422 0.199  0.19
H: 1.621 3.847 -0.802  0.18

Calculated values
Max |F| in eV Å⁻¹: 1.469
ΔE to the lowest compared entry with this formula, charge and spin in kcal/mol: 6.1
LUMO in eV: -0.729
Highest occupied orbital energy in eV: -7.4448
Gap between HOMO and LUMO in Eh: 0.247
E in eV: -36268.01413

This record from the OMol25 dataset describes C3H4N2O in the gas phase. The level of theory is wB97M-V/def2-TZVPD.

Last column: natural (NBO) charge in e.
CARTESIAN COORDINATES (ANGSTROEM)
N: -0.336 0.089 -1.058  -0.61
C: -1.062 -0.783 -0.372  0.53
O: -0.791 -1.052 0.823  -0.55
C: 0.707 0.180 1.097  -0.05
C: 0.640 0.802 -0.201  0.15
N: 1.410 1.749 -0.320  -0.48
H: -0.539 0.358 -2.009  0.42
H: -1.918 -1.265 -0.862  0.16
H: 1.477 -0.567 1.279  0.21
H: 0.372 0.744 1.963  0.22

Calculated values
Max |F| in eV Å⁻¹: 0.520
ΔE to the lowest compared entry with this formula, charge and spin in kcal/mol: 93.1
LUMO (alpha / beta) in eV: 0.489 / 0.490
Highest occupied orbital energy (alpha / beta) in eV: -7.6985 / -7.7001
Gap between HOMO and LUMO (alpha / beta) in Eh: 0.301 / 0.301
E in eV: -8199.84767

This record from the OMol25 dataset describes a 2-piece molecular cluster, C11H15N overall at a distorted geometry. The level of theory is wB97M-V/def2-TZVPD.

Last column: natural (NBO) charge in e.
CARTESIAN COORDINATES (ANGSTROEM)
C: 3.519 0.556 0.582  -0.62
C: 2.029 0.404 0.729  -0.08
C: 1.256 1.284 1.397  -0.04
N: -0.030 0.811 1.476  -0.53
C: -0.113 -0.378 0.800  0.15
C: -1.221 -1.213 0.631  -0.24
C: -0.970 -2.351 -0.104  -0.21
C: 0.271 -2.629 -0.704  -0.25
C: 1.353 -1.817 -0.472  -0.17
C: 1.161 -0.635 0.273  -0.11
H: 3.821 0.110 -0.368  0.21
H: 4.011 0.050 1.419  0.22
H: 3.796 1.590 0.652  0.21
H: 1.629 2.227 1.762  0.21
H: -0.861 1.281 1.791  0.41
H: -2.150 -0.948 1.119  0.21
H: -1.824 -2.962 -0.348  0.21
H: 0.354 -3.497 -1.343  0.21
H: 2.306 -1.947 -0.958  0.21
C: -2.670 2.812 -1.769  -0.60
C: -3.497 1.510 -1.759  -0.61
H: -2.174 2.941 -2.735  0.20
H: -3.177 3.717 -1.465  0.20
H: -1.852 2.618 -1.068  0.20
H: -3.934 1.376 -0.770  0.20
H: -2.784 0.739 -2.068  0.21
H: -4.296 1.382 -2.501  0.20

Calculated values
Max |F| in eV Å⁻¹: 1.256
ΔE to the lowest compared entry with this formula, charge and spin in kcal/mol: 10.8
LUMO in eV: 0.864
Highest occupied orbital energy in eV: -7.8068
Gap between HOMO and LUMO in Eh: 0.319
E in eV: -13140.32278